(1)
Computed, not measured: a cluster of 6 separate species, C14H30Br10FNP in total, with wB97M-V/def2-TZVPD.

- Total charge: -1
- Multiplicity: 1
- Kohn-Sham gap: 4.25 eV

The geometry in XYZ format:
```
57
C14H30Br10FNP, DFT wB97M-V/def2-TZVPD
C -2.129 3.712 -3.972
C -2.516 2.386 -4.660
C -3.501 1.562 -3.814
F -2.767 0.497 -3.192
C -4.651 0.980 -4.604
P -5.777 2.208 -5.097
N -5.906 3.604 -4.320
H -1.265 4.175 -4.461
H -2.989 4.385 -3.982
H -1.880 3.504 -2.926
H -1.615 1.782 -4.797
H -2.992 2.602 -5.619
H -3.836 2.191 -2.976
H -5.213 0.301 -3.946
H -7.013 1.522 -5.188
H -5.496 2.509 -6.454
H -6.835 3.750 -3.941
Br -0.936 2.106 1.904
C -0.862 0.911 0.365
C -0.644 -0.513 0.776
Br 1.195 -0.836 1.354
H -0.071 1.283 -0.277
H -1.814 1.023 -0.149
H -0.788 -1.181 -0.068
H -1.276 -0.816 1.605
Br -0.990 -1.300 4.524
C 0.785 -0.785 5.111
C 1.162 -1.430 6.415
Br 0.268 -0.609 7.939
H 0.794 0.299 5.161
H 1.454 -1.116 4.320
H 2.226 -1.306 6.601
H 0.907 -2.486 6.438
Br -1.931 -2.549 -2.053
C -0.508 -3.314 -3.131
C 0.849 -3.068 -2.518
Br 1.427 -1.229 -2.811
H -0.586 -2.875 -4.121
H -0.731 -4.377 -3.180
H 1.605 -3.684 -3.000
H 0.860 -3.247 -1.447
Br 4.214 -3.034 5.018
C 4.856 -4.174 6.456
C 4.655 -3.543 7.808
Br 5.929 -2.113 8.140
H 5.901 -4.379 6.246
H 4.280 -5.094 6.381
H 4.819 -4.275 8.595
H 3.666 -3.109 7.917
Br 1.257 3.013 -2.446
C 2.544 2.298 -1.177
C 3.965 2.547 -1.603
Br 4.442 1.420 -3.113
H 2.329 1.236 -1.095
H 2.334 2.778 -0.222
H 4.652 2.290 -0.799
H 4.138 3.572 -1.916
```

(2)
Computed, not measured: a cluster of 2 separate species, C14H30Br2FNOP in total at a distorted geometry, with wB97M-V/def2-TZVPD.

- Total charge: +1
- Multiplicity: 1
- Kohn-Sham gap: 7.48 eV

The geometry in XYZ format:
```
50
C14H30Br2FNOP, DFT wB97M-V/def2-TZVPD
C 5.949 -4.342 0.644
C 4.870 -3.448 0.117
Br 4.756 -1.756 0.980
C 4.053 -3.727 -0.907
Br 4.297 -5.376 -1.835
P 2.783 -2.632 -1.604
C 1.504 -2.335 -0.304
C 0.371 -3.398 -0.110
C 0.645 -4.812 -0.549
F 1.735 -5.319 0.131
H 6.823 -4.302 -0.003
H 6.276 -4.013 1.625
H 5.594 -5.363 0.739
H 2.133 -3.491 -2.501
H 1.930 -2.135 0.669
H 1.011 -1.419 -0.619
H -0.566 -3.069 -0.557
H 0.180 -3.465 0.962
H 0.787 -4.919 -1.622
H -0.218 -5.428 -0.290
C -1.301 3.455 -1.919
C -1.804 3.766 -0.525
N -2.790 2.776 0.055
C -4.110 3.031 -0.628
C -3.041 3.110 1.511
C -1.925 2.842 2.502
C -2.498 1.316 -0.218
C -1.227 0.625 0.263
O -0.052 1.020 -0.406
C 0.905 1.732 0.367
H -2.088 3.549 -2.668
H -0.531 4.182 -2.172
H -0.854 2.468 -2.002
H -2.324 4.724 -0.531
H -0.986 3.863 0.182
H -4.395 4.065 -0.458
H -4.856 2.366 -0.203
H -4.002 2.837 -1.690
H -3.929 2.549 1.800
H -3.287 4.171 1.515
H -1.832 1.791 2.753
H -2.177 3.351 3.432
H -0.957 3.223 2.183
H -2.548 1.209 -1.299
H -3.348 0.782 0.208
H -1.387 -0.422 -0.018
H -1.100 0.606 1.343
H 0.897 1.421 1.414
H 0.750 2.813 0.302
H 1.885 1.524 -0.058
```

(3)
Computed, not measured: a cluster of 2 separate species, C14H30BrF2N3O2P in total at a distorted geometry, with wB97M-V/def2-TZVPD.

- Total charge: +1
- Multiplicity: 1
- Kohn-Sham gap: 9.33 eV

The geometry in XYZ format:
```
53
C14H30BrF2N3O2P, DFT wB97M-V/def2-TZVPD
C 1.898 -1.884 0.039
C 2.306 -0.421 -0.502
C 1.452 0.268 -1.684
C -0.076 -0.144 -1.953
C 0.110 -1.540 -2.877
N -1.020 -0.481 -0.856
C -0.906 0.217 0.478
C -1.147 1.817 0.554
F -1.257 2.148 2.031
C 0.010 2.824 0.030
C -0.373 3.297 -1.500
C -2.017 -0.363 1.603
C -2.627 -1.838 1.264
C -3.187 -1.760 -0.299
F -3.154 -3.054 -1.015
P -5.058 -1.245 -0.117
O -6.032 -2.485 -0.209
C -2.501 -0.503 -1.167
Br -3.132 -0.679 -3.025
H 1.159 -1.894 0.977
H 2.895 -2.394 0.457
H 1.456 -2.647 -0.724
H 3.447 -0.453 -0.849
H 2.302 0.322 0.432
H 1.684 1.441 -1.639
H 2.055 -0.020 -2.683
H -0.562 0.690 -2.655
H 1.176 -2.005 -2.781
H -0.728 -2.327 -2.675
H -0.048 -1.166 -4.000
H -0.767 -1.504 -0.659
H 0.118 0.013 1.055
H -2.176 2.204 0.104
H -0.083 3.817 0.689
H 1.112 2.466 0.179
H 0.502 3.180 -2.269
H -0.790 4.408 -1.507
H -1.267 2.616 -1.866
H -2.980 0.344 1.651
H -1.537 -0.381 2.672
H -1.844 -2.728 1.378
H -3.566 -2.076 1.952
H -5.283 -0.635 1.189
H -5.406 -0.201 -1.090
H -3.104 0.452 -0.778
C 4.823 0.340 2.355
O 4.715 -0.128 1.232
N 3.774 0.491 3.184
N 6.000 0.746 2.864
H 3.843 0.874 4.111
H 2.869 0.198 2.839
H 6.815 0.649 2.273
H 6.108 1.134 3.786
```

(4)
Computed, not measured: a cluster of 8 separate species, C14H30Cl12N2O4 in total at a distorted geometry, with wB97M-V/def2-TZVPD.

- Total charge: 0
- Multiplicity: 1
- SMILES: C[N+](=O)[O-].C[N+](=O)[O-].ClCCCl.ClCCCl.ClCCCl.ClCCCl.ClCCCl.ClCCCl
- Kohn-Sham gap: 10.49 eV

The geometry in XYZ format:
```
62
C14H30Cl12N2O4, DFT wB97M-V/def2-TZVPD
C 2.286 -2.601 -2.412
N 1.577 -2.909 -3.672
O 2.264 -3.060 -4.665
O 0.373 -3.022 -3.626
H 2.757 -3.525 -2.089
H 1.573 -2.224 -1.691
H 3.059 -1.879 -2.657
C -4.119 -2.920 1.564
N -3.118 -3.611 0.692
O -1.941 -3.393 0.912
O -3.556 -4.358 -0.155
H -4.717 -2.287 0.912
H -3.573 -2.257 2.227
H -4.703 -3.689 2.052
Cl -2.888 0.288 0.496
C -1.148 0.600 0.537
C -0.395 -0.365 -0.331
Cl -0.690 -0.050 -2.070
H -0.806 0.611 1.570
H -0.965 1.628 0.220
H -0.719 -1.385 -0.127
H 0.683 -0.333 -0.181
Cl 1.100 3.329 -0.306
C -0.101 3.899 -1.511
C 0.363 3.416 -2.871
Cl -0.603 4.094 -4.205
H -0.143 4.979 -1.419
H -1.070 3.461 -1.283
H 0.216 2.339 -2.895
H 1.400 3.673 -3.061
Cl -0.840 1.213 -6.449
C -0.021 -0.369 -6.187
C -0.409 -1.378 -7.238
Cl 0.347 -1.029 -8.821
H -0.350 -0.686 -5.202
H 1.039 -0.136 -6.147
H -1.487 -1.356 -7.382
H -0.118 -2.378 -6.930
Cl -0.536 4.872 6.630
C -0.798 4.517 4.902
C -1.638 3.276 4.795
Cl -1.676 2.692 3.114
H 0.181 4.415 4.445
H -1.294 5.387 4.482
H -2.649 3.478 5.144
H -1.240 2.472 5.407
Cl 3.193 -0.178 1.756
C 2.770 1.472 2.308
C 3.774 2.441 1.718
Cl 3.850 3.966 2.624
H 2.844 1.471 3.397
H 1.725 1.648 2.072
H 3.450 2.710 0.714
H 4.759 1.999 1.632
Cl 0.495 -5.639 4.406
C -0.170 -4.016 4.039
C 0.870 -3.231 3.278
Cl 0.166 -1.622 2.861
H -0.440 -3.568 4.988
H -1.056 -4.170 3.429
H 1.141 -3.726 2.354
H 1.725 -2.994 3.901
```